[1]
8 unconnected molecules or ions with the total composition C62H93N3O15S2, computed with ωB97M-V/def2-TZVPD.

ORCA input file:
```
! RIJCOSX wB97M-V def2-TZVPD def2/J DEFGRID3
* xyz 0 1
C 1.28808 -0.63668 3.89148
C 2.54126 -1.12356 4.18903
C 3.65232 -1.45911 3.19344
C 4.24174 -0.23238 2.38086
C 5.74098 -0.47060 2.35438
N 6.89943 -0.61462 2.37740
C 4.04936 1.12154 3.09350
C 4.80834 1.19491 4.44249
C 4.30435 2.36993 5.33011
S 4.14131 3.91826 4.39066
C 2.37687 4.20356 4.36538
S 1.26506 3.01476 4.49288
N 2.05959 5.61757 4.17398
C 0.67741 5.81071 4.57430
C 0.43206 5.90841 5.94203
C -0.83021 6.05542 6.46396
C -1.93028 6.11409 5.60245
C -1.68350 6.05897 4.24632
C -0.40878 5.91009 3.72558
C 2.27918 5.86098 2.75089
C 2.95411 7.02868 2.41343
C 3.24329 7.32468 1.09745
C 2.87808 6.47961 0.05020
C 2.18813 5.33069 0.39709
C 1.91019 5.01704 1.71479
C 3.80622 -0.21798 0.88042
C 4.37117 0.96344 0.15908
N 4.65042 2.06641 -0.11223
C 2.29196 -0.41789 0.62544
O 1.54046 0.79817 0.54447
C 0.96452 1.00832 -0.70749
C 1.70595 1.58703 -1.73017
C 1.17395 1.85217 -2.98040
C 2.03443 2.50383 -4.06133
C -0.15628 1.53716 -3.23499
C -0.89045 0.96203 -2.21664
C -0.37824 0.68601 -0.95205
C -1.36971 0.09250 0.05162
C -0.78977 -0.92676 1.04908
C -2.19310 1.21562 0.75947
H 1.09958 0.39570 3.56147
H 0.38702 -1.26072 3.99469
H 2.78236 -1.26309 5.25630
H 3.25308 -2.20398 2.49142
H 4.47771 -1.88945 3.77065
H 4.45461 1.95820 2.50473
H 2.98240 1.34458 3.22553
H 5.88872 1.33148 4.30383
H 4.66259 0.27460 5.03407
H 5.09321 2.55365 6.07921
H 3.41276 2.11739 5.91641
H 1.27188 5.84853 6.63900
H -0.94108 6.11718 7.54723
H -2.92871 6.20236 6.02601
H -2.56409 6.11189 3.60747
H -0.28015 5.87436 2.64647
H 3.30861 7.73342 3.16512
H 3.79916 8.22155 0.81776
H 3.11695 6.69926 -0.98686
H 1.85309 4.63319 -0.37109
H 1.38030 4.08800 1.92207
H 4.30671 -1.08765 0.41872
H 2.20299 -0.91379 -0.35702
H 1.80235 -1.08260 1.34782
H 2.74343 1.89083 -1.58784
H 2.24376 3.53598 -3.73967
H 1.53278 2.52297 -5.03947
H 2.98818 1.96188 -4.11579
H -0.59563 1.76845 -4.20594
H -1.94349 0.73825 -2.40707
H -2.11241 -0.45922 -0.55100
H -0.33244 -0.35704 1.87056
H -1.61469 -1.49778 1.49925
H -0.08135 -1.63319 0.59859
H -2.98948 1.48767 0.04549
H -2.69606 0.84311 1.65960
H -1.59880 2.12499 0.90966
C -4.15752 -5.54716 1.02192
C -4.21991 -5.05089 2.45025
O -3.71399 -3.71679 2.56752
C -4.45878 -2.62125 2.32427
C -5.79647 -2.78177 1.64706
O -4.01490 -1.53705 2.58766
H -4.77376 -4.94110 0.35747
H -4.49732 -6.58084 0.96026
H -3.13303 -5.48834 0.64660
H -5.22425 -5.12163 2.87083
H -3.57750 -5.66797 3.07798
H -5.67065 -2.62721 0.57538
H -6.47798 -2.03007 2.04049
H -6.26857 -3.74551 1.82214
C -4.24723 -11.11177 -2.68060
C -4.38261 -9.60729 -2.77869
O -5.28842 -9.10217 -1.78722
C -4.93298 -8.82373 -0.52599
C -3.59240 -9.29185 -0.01356
O -5.71432 -8.26382 0.19833
H -3.83460 -11.41795 -1.71846
H -3.59970 -11.48856 -3.47229
H -5.22606 -11.58399 -2.77107
H -3.42044 -9.09492 -2.72373
H -4.81463 -9.34995 -3.74464
H -3.72351 -10.24268 0.50193
H -3.21597 -8.55238 0.69091
H -2.83509 -9.40089 -0.78624
C -1.15387 10.91211 2.39489
C -0.64653 9.64571 1.73621
O -1.48579 8.52831 2.03568
C -2.60900 8.22598 1.36079
C -3.18755 9.23825 0.40203
O -3.17366 7.18725 1.57665
H -2.14508 11.18634 2.03250
H -0.47291 11.74216 2.20310
H -1.23757 10.76740 3.47274
H -0.51895 9.75724 0.65777
H 0.33416 9.39530 2.14014
H -3.95471 9.81543 0.91745
H -3.64121 8.70242 -0.42912
H -2.45207 9.91550 -0.02638
C -2.24630 -6.02792 -5.37794
C -1.80283 -7.17164 -6.26702
O -2.64079 -8.32025 -6.10070
C -3.81065 -8.50518 -6.73962
C -4.43613 -7.34848 -7.48007
O -4.37808 -9.56148 -6.65815
H -3.25379 -5.69251 -5.62482
H -1.56599 -5.18152 -5.47528
H -2.26363 -6.34653 -4.33466
H -1.74285 -6.88460 -7.31811
H -0.80295 -7.48989 -5.97500
H -5.15901 -6.85929 -6.82772
H -4.95057 -7.74029 -8.35486
H -3.72056 -6.61386 -7.84263
C 10.37010 0.26002 2.17120
C 10.28531 -0.90497 1.20721
O 11.39135 -0.90030 0.29392
C 12.59325 -1.43037 0.57348
C 12.91319 -1.82812 1.99502
O 13.41779 -1.51890 -0.29496
H 11.26682 0.20605 2.79033
H 9.49772 0.27997 2.82339
H 10.42002 1.20114 1.62172
H 10.20313 -1.86662 1.71627
H 9.39042 -0.80195 0.59647
H 13.44376 -1.00968 2.48044
H 13.55626 -2.70544 1.96859
H 12.04196 -2.09633 2.58827
C 4.68095 5.71827 -8.14050
C 4.83371 4.24432 -7.82659
O 3.71406 3.74705 -7.08691
C 2.56708 3.33502 -7.65058
C 2.30692 3.63276 -9.10704
O 1.73855 2.79519 -6.96829
H 3.80930 5.90903 -8.76705
H 5.56617 6.09334 -8.65491
H 4.54191 6.28649 -7.22005
H 5.00581 3.64215 -8.72040
H 5.70075 4.09876 -7.18387
H 1.71869 4.54693 -9.18141
H 1.73873 2.80665 -9.52932
H 3.20774 3.73245 -9.70828
C -9.71714 -6.18331 0.71651
C -9.79679 -5.67672 2.14195
O -9.31837 -4.33154 2.24868
C -10.06665 -3.23974 2.00233
C -11.40570 -3.40011 1.32395
O -9.63562 -2.14898 2.25920
H -10.34441 -5.59623 0.04489
H -10.03230 -7.22559 0.66277
H -8.69411 -6.10688 0.34581
H -10.80041 -5.76507 2.56199
H -9.14204 -6.27509 2.77427
H -11.28093 -3.24592 0.25261
H -12.08159 -2.64450 1.71856
H -11.87967 -4.36362 1.49821
*
```

The calculation puts the orbital gap at 7.692 eV. The HOMO energy comes out at -7.80 eV. As for the SMILES: C=CC[C@](C#N)(CCCSC(=S)N(c1ccccc1)c1ccccc1)[C@H](C#N)COc1cc(C)ccc1C(C)C.CCOC(C)=O.CCOC(C)=O.CCOC(C)=O.CCOC(C)=O.CCOC(C)=O.CCOC(C)=O.CCOC(C)=O.



[2]
A molecular structure, C27H45F3N5PdSi3, computed with ωB97M-V/def2-TZVPD.

ORCA input file:
```
! RIJCOSX wB97M-V def2-TZVPD def2/J DEFGRID3
* xyz -1 1
Pd -0.69277 0.17054 -0.35893
C 1.35498 -2.75497 0.77194
Si -0.53509 -2.71474 0.55021
C -1.04391 -4.55599 0.59606
C -1.16379 -2.09643 2.23676
C -1.09973 -1.83932 -0.95280
Si -2.88686 -1.47381 -1.16693
C -3.77848 -2.98089 -1.95447
C -3.88185 -1.25276 0.43954
C -3.43353 -0.07036 -2.33282
Si 0.09496 -1.71309 -2.31264
C -0.46569 -0.79236 -3.87944
C 0.55800 -3.43604 -3.01574
C 1.85071 -0.96095 -1.94729
C 3.01524 -1.59671 -2.39115
C 4.26186 -1.05681 -2.12042
C 4.33510 0.12741 -1.40503
C 3.14046 0.71400 -1.01440
N 1.94556 0.19973 -1.27665
H 1.57544 -3.45815 1.58400
H 1.75106 -1.77550 1.05283
H 1.89850 -3.09999 -0.11041
H -0.70022 -5.05404 1.50712
H -0.63300 -5.09517 -0.26234
H -2.13198 -4.65643 0.54602
H -0.47915 -2.49980 2.99022
H -2.16508 -2.46326 2.47261
H -1.15820 -1.00969 2.32612
H -3.60678 -3.87685 -1.35092
H -3.37290 -3.18632 -2.95032
H -4.85864 -2.83999 -2.05444
H -3.84136 -2.15302 1.05626
H -4.93046 -1.09294 0.16582
H -3.54616 -0.41101 1.04691
H -3.14630 -0.26366 -3.36748
H -3.05146 0.91149 -2.05225
H -4.52922 -0.03390 -2.30351
H -1.32476 -1.29187 -4.33372
H 0.35510 -0.81971 -4.60299
H -0.73413 0.24888 -3.69901
H -0.38044 -3.96704 -3.20266
H 1.12595 -4.04509 -2.30702
H 1.10999 -3.39683 -3.95875
H 2.94441 -2.52907 -2.93478
H 5.16258 -1.55859 -2.45552
H 5.28209 0.58590 -1.15155
H 3.14299 1.64270 -0.44949
C -0.37462 -1.89229 6.00960
C 0.97690 -2.37091 5.47879
N 1.69406 -1.30019 4.79280
C 1.04477 -0.19878 4.23968
N 1.56739 0.37116 3.22732
C 0.88802 1.49138 2.59597
C -0.45410 1.88680 3.22474
C -0.43461 1.61294 4.71827
N -0.08454 0.22327 4.92205
C -0.35011 -0.38599 6.20529
H -0.61399 -2.40467 6.94284
H -1.15960 -2.11634 5.28720
H 0.82262 -3.22866 4.81499
H 1.60083 -2.71198 6.31060
H 2.39649 -1.61744 4.14057
H 0.69576 1.19651 1.55948
H 1.56910 2.34789 2.57795
H -1.25556 1.29597 2.77194
H -0.66926 2.94048 3.03131
H -1.41600 1.78560 5.16618
H 0.28625 2.27747 5.22096
H -1.32328 -0.03156 6.55204
H 0.39832 -0.10157 6.96222
F -2.18661 5.99239 -3.39709
C -3.00986 5.04894 -2.88478
F -3.59270 4.44906 -3.94292
F -3.98730 5.70207 -2.22735
C -2.27317 4.08532 -2.01538
C -1.08266 3.52868 -2.47115
C -0.41789 2.63014 -1.66042
N -0.88307 2.25578 -0.45447
C -2.02232 2.81030 -0.02229
C -2.75209 3.72236 -0.76677
H -0.67781 3.79179 -3.43871
H 0.51318 2.16344 -1.95753
H -2.36058 2.49397 0.95538
H -3.67261 4.13387 -0.37898
*
```

The calculation puts the orbital gap at 5.755 eV. The HOMO energy comes out at -3.09 eV.



[3]
2 unconnected molecules or ions with the total composition C5H13NO2, computed with ωB97M-V/def2-TZVPD.

ORCA input file:
```
! RIJCOSX wB97M-V def2-TZVPD def2/J DEFGRID3
* xyz 0 1
C -2.15272 -0.20065 -1.69419
C -0.94948 -0.61919 -0.83279
C -1.02742 -0.19512 0.63101
O -2.10821 0.05443 1.15929
N 0.11995 -0.12212 1.36882
C 1.47747 -0.37394 0.85965
C 0.09640 0.44284 2.75060
H -2.50057 -1.06474 -2.28492
H -1.91089 0.62388 -2.38577
H -2.97192 0.12502 -1.03127
H -0.82891 -1.71917 -0.80189
H -0.05836 -0.19694 -1.33584
H 2.22244 -0.73622 1.58791
H 1.87797 0.52711 0.36536
H 1.32320 -1.15487 0.09613
H -0.39868 1.42160 2.63427
H 1.11119 0.60720 3.15034
H -0.47572 -0.15649 3.47867
O 2.72465 0.69947 -2.56622
H 2.44019 1.39553 -1.93151
H 1.98939 0.64238 -3.21767
*
```

The calculation puts the orbital gap at 9.686 eV. The HOMO energy comes out at -9.20 eV. As for the SMILES: CCC(=O)N(C)C.O. As for the energy above the lowest of the compared OMol25 structures with the same formula, charge and spin: 26.5 kcal per mole.



[4]
C3H3NO2 in the gas phase, computed with ωB97M-V/def2-TZVPD.

ORCA input file:
```
! RIJCOSX wB97M-V def2-TZVPD def2/J DEFGRID3
* xyz 0 1
O 1.32728 0.75669 -0.53415
C 0.16622 0.29182 -0.41511
C -0.08348 -0.49590 0.83026
O 1.02929 -0.51686 1.53035
C -0.84467 0.49733 -1.39969
N -1.77676 0.57459 -2.08050
H 1.75071 0.37683 0.39624
H -0.54151 -1.44709 0.43586
H -1.02709 -0.03741 1.23674
*
```

The calculation puts the orbital gap (alpha / beta) at 7.593 / 7.592 eV. The HOMO energy (alpha / beta) comes out at -9.52 / -9.51 eV. As for the energy above the lowest of the compared OMol25 structures with the same formula, charge and spin: 83.7 kcal per mole.



[5]
A molecular structure, C34H47N3Si2Tc, computed with ωB97M-V/def2-TZVPD.

ORCA input file:
```
! RIJCOSX wB97M-V def2-TZVPD def2/J DEFGRID3
* xyz 2 4
Tc -1.60449 -0.01070 -1.46340
C 2.51103 2.51427 6.77127
C 1.97951 1.17153 6.26644
C 1.89114 0.07237 7.30212
C 2.82406 0.73406 5.08445
C 4.19204 0.46493 5.24973
C 4.92897 0.07444 4.12609
C 4.33417 -0.26034 2.91909
C 5.08885 -0.88490 1.72234
C 3.00505 0.09321 2.74558
C 2.25804 0.57935 3.81451
H 1.80367 2.97548 7.45276
H 2.62582 3.24445 5.97914
H 3.47527 2.40333 7.24588
H 0.93520 1.30687 5.90452
H 2.86392 -0.08365 7.71156
H 1.46441 -0.82451 6.85777
H 1.24865 0.41119 8.13616
H 4.66452 0.66470 6.23242
H 6.04791 -0.00833 4.27708
H 4.33805 -1.47447 1.15181
H 5.95361 -1.45416 2.06470
H 5.53429 -0.12267 1.04336
H 2.50945 0.02023 1.78712
H 1.28193 1.03935 3.61869
C -1.73152 -3.12234 -1.60349
N -2.31790 -1.83064 -1.06604
C -3.12723 -1.95485 -0.03535
C -3.36306 -0.77720 0.73293
C -4.26844 -0.39157 1.73237
C -3.76615 0.83223 2.25535
C -2.66338 1.19928 1.49950
N -2.37971 0.25202 0.51334
C -0.62395 -3.73257 -0.74694
C -0.06650 -4.95752 -1.09681
C 0.90153 -5.55124 -0.33740
C 1.41418 -4.89473 0.73999
C 0.82600 -3.67494 1.11533
C -0.20761 -3.07811 0.43562
H -1.45487 -2.92423 -2.65001
H -2.62807 -3.80679 -1.64030
H -3.80116 -2.79263 0.05787
H -5.20951 -0.90182 2.02791
H -4.27001 1.41338 2.99954
H -2.06106 2.07912 1.52110
H -0.34004 -5.44843 -2.02018
H 1.24302 -6.51145 -0.70374
H 2.23947 -5.30504 1.31547
H 1.18922 -3.15078 1.97368
H -0.69251 -2.13977 0.77620
C -1.56327 3.92328 -0.90382
Si -0.60316 2.84498 -2.21353
C -0.41117 3.94494 -3.67851
C 1.10357 2.50620 -1.39371
C -1.27634 1.19942 -3.01150
C -0.24385 0.24749 -3.46547
C 0.45713 0.26158 -4.66382
C 1.65552 -0.57690 -4.70715
C 1.91611 -1.39305 -3.64260
C 1.06244 -1.47179 -2.54081
N 0.00528 -0.72469 -2.51686
Si -2.93979 0.83377 -3.89580
C -2.61314 0.86464 -5.75633
C -3.74360 -0.76822 -3.71187
C -4.08728 2.14853 -3.12325
H -1.00488 4.86893 -0.80562
H -1.56234 3.43092 0.07317
H -2.56640 4.08825 -1.30143
H -0.03112 4.88687 -3.37502
H -1.32546 4.03257 -4.23656
H 0.34051 3.49163 -4.33595
H 1.27838 3.18878 -0.51829
H 1.81046 2.70442 -2.19819
H 1.32825 1.49976 -1.01235
H 0.13297 0.82052 -5.56278
H 2.21026 -0.63447 -5.66964
H 2.85508 -1.98742 -3.53861
H 1.22922 -2.20155 -1.75076
H -3.52654 1.04448 -6.33167
H -2.14862 -0.08189 -6.17282
H -1.94809 1.69964 -6.06843
H -3.06816 -1.61741 -3.69043
H -4.45708 -0.98537 -4.52133
H -4.32944 -0.89323 -2.79142
H -3.40573 2.89177 -2.57973
H -4.80851 1.71583 -2.37619
H -4.71702 2.72140 -3.80802
*
```

The calculation puts the orbital gap (alpha / beta) at 6.885 / 3.272 eV. The HOMO energy (alpha / beta) comes out at -12.77 / -12.81 eV.



[6]
C5H8O in the gas phase, computed with ωB97M-V/def2-TZVPD.

ORCA input file:
```
! RIJCOSX wB97M-V def2-TZVPD def2/J DEFGRID3
* xyz 0 1
C -2.02928 0.41048 0.02431
C -0.32756 0.20804 0.44769
C 0.82966 -0.80488 0.89718
C 1.69363 -0.24605 -0.27816
C 0.53482 0.65743 -0.66593
O -0.43552 -0.23033 -1.04296
H -2.13430 1.48026 0.12260
H -2.51880 -0.16735 0.78195
H -2.52698 0.13167 -0.96130
H 1.32937 -0.65904 1.86514
H 0.50150 -1.84275 0.82886
H 2.55906 0.32036 0.05899
H 1.99773 -0.94084 -1.07626
H 0.57434 1.62294 -1.15491
*
```

The calculation puts the orbital gap at 10.006 eV. The HOMO energy comes out at -8.86 eV. As for the SMILES: C[C@]12CC[C@H]1O2. As for the energy above the lowest of the compared OMol25 structures with the same formula, charge and spin: 123.3 kcal per mole.



For each record above, in turn, the calculated electronic energy values are -122650.7652, -71449.8827, -10980.7291, -8741.5029, -58427.4982, -7356.9100 eV.